Record 1
15
Properties=species:S:1:pos:R:3:lowdin_charge:R:1 method="wB97M-V/def2-TZVPD" charge=0 gap_ev=10.1 lumo_energy_ev=0.83 relative_energy_kj_mol=192.1 homo_ev=-9.314
C -0.653 -0.559 -0.031 -0.44
C 0.519 -0.657 -1.002 -0.12
C 0.701 1.379 0.024 -0.08
C -0.773 0.951 -0.007 -0.29
C 0.474 -0.703 1.013 -0.07
H -2.592 -0.751 -0.155 0.12
H 0.910 -1.706 -1.227 0.15
H 0.459 -0.134 -1.953 0.12
H 1.037 1.994 -0.822 0.13
H 1.036 1.924 0.911 0.13
H 0.802 -1.759 1.216 0.14
H 0.393 -0.208 1.996 0.13
N 1.352 0.021 0.009 -0.07
O -1.808 -1.313 0.013 0.06
O -1.857 1.521 0.015 0.10

---

Record 2
52
Properties=species:S:1:pos:R:3:lowdin_charge:R:1 method="wB97M-V/def2-TZVPD" charge=0 gap_ev=8.1 lumo_energy_ev=0.66 smiles="Cc1ccc(P(=Nc2ccccc2)(N2CCOCC2)N2CCOCC2)o1" homo_ev=-7.489
C 4.007 2.310 1.814 0.00
C 2.814 1.447 2.015 -0.32
C 2.290 0.869 3.136 -0.02
C 1.145 0.153 2.722 -0.04
C 1.049 0.339 1.373 -0.33
P -0.176 -0.218 0.179 0.80
N -0.921 -1.360 0.949 -0.07
C -1.896 -2.205 0.467 -0.38
C -2.420 -2.125 -0.824 -0.07
C -3.393 -3.006 -1.251 -0.10
C -3.869 -3.986 -0.396 -0.12
C -3.359 -4.074 0.890 -0.10
C -2.385 -3.198 1.321 -0.05
H -1.981 -3.264 2.320 0.10
H -3.726 -4.837 1.562 0.10
H -4.632 -4.674 -0.729 0.09
H -3.783 -2.927 -2.256 0.10
H -2.039 -1.349 -1.481 0.09
N -1.070 1.098 -0.386 -0.22
C -2.407 1.285 0.145 -0.17
H -2.808 0.315 0.442 0.11
C -2.380 2.232 1.344 -0.19
H -3.390 2.454 1.693 0.13
O -1.801 3.470 0.998 -0.13
C -0.478 3.296 0.546 -0.18
H -0.111 4.291 0.285 0.13
C -0.412 2.362 -0.667 -0.18
H 0.628 2.169 -0.931 0.11
H -0.925 2.836 -1.513 0.13
H 0.136 2.885 1.362 0.12
H -1.804 1.758 2.156 0.13
H -3.036 1.712 -0.645 0.13
N 0.813 -0.487 -1.163 -0.22
C 1.852 -1.485 -1.009 -0.17
H 2.078 -1.610 0.052 0.12
C 3.081 -0.997 -1.781 -0.19
H 3.880 -1.739 -1.761 0.13
O 2.771 -0.788 -3.141 -0.13
C 1.722 0.142 -3.295 -0.19
H 1.541 0.218 -4.369 0.13
C 0.461 -0.316 -2.555 -0.18
H -0.332 0.427 -2.648 0.11
H 0.120 -1.266 -2.992 0.13
H 2.035 1.124 -2.906 0.12
H 3.437 -0.057 -1.330 0.12
H 1.529 -2.453 -1.416 0.13
O 2.063 1.130 0.939 0.01
H 0.478 -0.433 3.320 0.11
H 2.675 0.947 4.133 0.11
H 4.719 1.827 1.146 0.08
H 3.718 3.261 1.367 0.09
H 4.488 2.497 2.769 0.09

---

Record 3
125
Properties=species:S:1:pos:R:3:lowdin_charge:R:1 method="wB97M-V/def2-TZVPD" charge=0 gap_ev=8.5 lumo_energy_ev=0.04 homo_ev=-8.451
Cu -11.130 -24.198 -4.282 0.42
Cu -9.204 -21.488 -0.816 0.33
N -8.678 -23.922 -4.207 -0.33
S -8.210 -24.621 -2.892 0.49
O -6.924 -24.216 -2.518 -0.25
O -8.559 -26.022 -2.882 -0.27
F -9.111 -23.857 -1.806 -0.21
S -7.788 -23.360 -5.387 0.53
O -7.215 -24.204 -6.366 -0.22
O -6.888 -22.372 -4.825 -0.29
F -8.991 -22.549 -5.976 -0.15
Br -10.597 -19.531 -2.891 0.18
C -12.630 -23.522 0.850 -0.04
C -11.302 -22.764 0.902 -0.40
C -10.218 -23.677 1.513 -0.20
O -9.104 -22.897 1.905 -0.20
C -8.033 -23.685 2.337 -0.11
N -11.028 -22.066 -0.358 0.03
H -12.484 -24.318 0.093 0.09
H -13.382 -22.794 0.570 0.08
H -12.814 -24.035 1.849 0.11
H -11.427 -22.012 1.697 0.13
H -9.881 -24.500 0.878 0.13
H -10.582 -24.105 2.441 0.12
H -7.485 -23.017 2.970 0.08
H -7.478 -24.144 1.556 0.08
H -8.375 -24.543 3.002 0.11
H -11.666 -21.310 -0.501 0.03
H -11.320 -22.794 -1.024 0.08
C -14.746 -15.163 -3.103 -0.05
C -14.029 -15.344 -4.418 -0.47
C -12.563 -15.524 -4.207 -0.22
O -11.947 -14.477 -3.450 -0.18
C -10.581 -14.824 -3.183 -0.09
N -14.538 -16.509 -5.045 0.02
H -14.791 -16.075 -2.496 0.07
H -15.776 -14.909 -3.298 0.07
H -14.287 -14.331 -2.583 0.08
H -14.266 -14.458 -5.056 0.16
H -12.115 -15.652 -5.194 0.13
H -12.506 -16.448 -3.561 0.13
H -9.909 -14.981 -4.077 0.10
H -10.415 -15.649 -2.474 0.08
H -10.271 -13.867 -2.757 0.09
H -14.048 -16.642 -5.966 0.11
H -15.485 -16.409 -5.331 0.09
C -4.960 -20.454 -0.854 -0.04
C -6.276 -21.034 -0.364 -0.35
C -6.731 -20.280 0.878 -0.20
O -6.207 -20.912 2.067 -0.18
C -6.362 -19.989 3.086 -0.13
N -7.352 -20.958 -1.448 0.04
H -4.253 -20.516 -0.027 0.09
H -5.136 -19.485 -1.259 0.07
H -4.531 -20.950 -1.735 0.09
H -6.170 -22.100 -0.137 0.14
H -7.835 -20.094 0.944 0.11
H -6.329 -19.235 0.758 0.12
H -5.498 -19.322 3.105 0.10
H -6.357 -20.527 4.034 0.09
H -7.377 -19.560 3.010 0.10
H -7.024 -21.516 -2.242 0.08
H -7.347 -20.018 -1.838 0.04
C -9.502 -27.690 -6.286 -0.05
C -10.081 -26.330 -6.029 -0.40
C -10.696 -25.696 -7.280 -0.19
O -10.906 -24.364 -6.868 -0.26
C -11.492 -23.551 -7.851 -0.07
N -11.039 -26.159 -4.871 0.03
H -8.935 -28.231 -5.543 0.08
H -8.918 -27.560 -7.206 0.09
H -10.288 -28.457 -6.545 0.10
H -9.193 -25.701 -5.808 0.10
H -11.624 -26.210 -7.604 0.14
H -10.000 -25.700 -8.171 0.15
H -10.864 -23.602 -8.718 0.09
H -11.516 -22.560 -7.389 0.09
H -12.525 -23.881 -8.009 0.10
H -11.976 -26.413 -5.193 0.10
H -10.779 -26.721 -4.020 0.11
O -12.814 -18.583 -5.985 -0.08
H -13.573 -18.301 -5.453 -0.02
H -12.057 -18.450 -5.393 0.00
O -13.640 -21.431 -5.030 -0.06
H -13.087 -21.228 -5.801 0.05
H -13.910 -20.573 -4.644 0.02
O -12.002 -22.648 -3.252 -0.11
H -12.704 -22.214 -3.771 0.01
H -11.339 -21.940 -3.167 -0.05
O -7.391 -18.285 -2.856 -0.14
H -6.956 -18.816 -3.598 0.04
H -8.298 -18.298 -3.223 -0.05
O -8.757 -18.372 -6.292 -0.07
H -9.121 -18.911 -5.545 0.03
H -9.438 -18.380 -6.980 0.07
O -6.743 -19.580 -5.210 -0.08
H -7.285 -19.074 -5.856 0.01
H -6.948 -20.532 -5.223 0.01
O -14.723 -19.149 -3.521 -0.06
H -14.281 -19.357 -2.699 0.00
H -14.386 -18.318 -3.869 -0.01
C -12.446 -19.323 1.162 -0.05
C -13.234 -18.712 -0.014 -0.42
C -12.706 -17.380 -0.544 -0.05
O -13.226 -19.660 -1.153 -0.20
H -11.381 -19.364 0.919 0.07
H -12.851 -20.321 1.405 0.07
H -12.549 -18.680 2.051 0.09
H -14.327 -18.685 0.167 0.14
H -13.297 -17.165 -1.438 0.05
H -11.653 -17.502 -0.754 0.04
H -12.806 -16.486 0.073 0.09
H -12.333 -19.484 -1.591 -0.11
C -6.966 -14.884 0.784 -0.05
C -7.266 -16.173 0.087 -0.52
C -8.565 -16.946 0.399 -0.05
O -7.262 -15.902 -1.290 -0.07
H -7.627 -14.039 0.495 0.09
H -5.953 -14.619 0.381 0.10
H -6.899 -15.022 1.852 0.07
H -6.523 -16.985 0.251 0.12
H -9.436 -16.321 0.349 0.06
H -8.531 -17.300 1.435 0.07
H -8.756 -17.705 -0.347 0.05
H -7.153 -16.697 -1.843 0.04

---

Record 4
35
Properties=species:S:1:pos:R:3:lowdin_spin:R:1 method="wB97M-V/def2-TZVPD" charge=+3 gap_ev="5.7 / 4.8" s_squared=4.0092 lumo_energy_ev="-13.93 / -14.88" spin_multiplicity=4 relative_energy_kj_mol=61.2 homo_ev="-19.613 / -19.676"
I 2.981 2.117 0.336 -0.25
I -0.559 -1.208 -1.698 -0.09
Tc 0.370 0.802 0.146 1.91
P 0.167 2.320 -1.562 0.06
C 1.237 2.175 -3.038 0.01
C -1.507 2.290 -2.313 0.03
H -0.218 4.280 -0.198 0.00
H -0.074 4.704 -1.940 0.00
H 1.400 4.334 -0.967 0.00
C 0.340 4.090 -1.124 0.02
H -2.254 2.320 -1.509 0.00
H -1.621 3.170 -2.967 0.00
H 0.947 2.956 -3.759 0.00
H 1.114 1.189 -3.510 0.00
H -1.632 1.365 -2.895 0.00
H 2.294 2.311 -2.764 0.00
C 1.788 -0.007 -0.897 -0.01
O 2.641 -0.507 -1.521 -0.01
Cl -1.387 1.892 1.221 0.14
C -1.568 -0.971 3.430 0.01
N -1.076 -2.043 2.602 0.06
C -1.696 -3.264 2.333 0.19
C -0.864 -3.946 1.510 0.21
N 0.249 -3.154 1.291 0.05
C 1.365 -3.490 0.417 0.01
C 0.112 -1.974 1.952 0.13
Se 1.261 -0.488 2.085 0.50
H -2.484 -1.344 3.882 0.00
H -1.751 -0.085 2.813 0.00
H -0.818 -0.744 4.195 0.01
H -2.655 -3.475 2.769 0.01
H -0.981 -4.912 1.035 0.01
H 1.808 -4.434 0.759 0.00
H 0.979 -3.585 -0.600 0.00
H 2.092 -2.681 0.485 0.00

---

Record 5
15
Properties=species:S:1:pos:R:3:lowdin_charge:R:1 method="wB97M-V/def2-TZVPD" charge=0 gap_ev=10.2 lumo_energy_ev=0.75 smiles="C=CO.C=NC" relative_energy_kj_mol=376.5 homo_ev=-9.443
C 2.368 0.608 -1.321 -0.15
C 1.838 0.370 0.983 -0.13
N 2.382 -0.195 -0.034 -0.11
H 3.239 1.393 -1.184 0.11
H 1.381 1.118 -1.496 0.07
H 2.659 0.013 -2.195 0.05
H 1.994 -0.067 2.009 0.07
H 1.238 1.388 0.848 0.11
C -2.841 0.403 -0.629 0.00
C -1.930 -0.414 -0.093 -0.29
O -1.932 -1.044 1.182 -0.06
H -2.598 1.114 -1.384 0.04
H -3.720 0.592 0.018 0.07
H -1.101 -0.762 -0.775 0.11
H -0.925 -0.875 1.302 0.11

---

Record 6
8
Properties=species:S:1:pos:R:3:lowdin_charge:R:1 method="wB97M-V/def2-TZVPD" charge=0 gap_ev=8.6 lumo_energy_ev=0.59 relative_energy_kj_mol=637.8 homo_ev=-8.034
C 2.160 -0.032 -0.121 0.02
C -0.069 -0.082 0.644 -0.13
C -1.354 -0.176 -0.030 -0.06
O 1.014 0.193 0.190 -0.09
H 2.980 0.730 -0.175 0.04
H -1.733 -1.098 0.431 0.10
H -1.186 -0.256 -1.085 0.07
H -1.811 0.722 0.146 0.05

---

Record 7
63
Properties=species:S:1:pos:R:3:lowdin_spin:R:1 method="wB97M-V/def2-TZVPD" charge=+1 gap_ev="6.2 / 6.2" s_squared=0.7576 lumo_energy_ev="-3.19 / -3.19" spin_multiplicity=2 relative_energy_kj_mol=10.6 homo_ev="-9.396 / -9.379"
Co 0.096 -0.295 0.106 0.95
C 4.536 4.415 -2.391 0.00
C 3.381 3.712 -1.733 0.00
C 2.063 4.143 -1.914 0.00
C 0.998 3.457 -1.371 0.00
C 1.180 2.313 -0.578 0.00
N 0.112 1.583 -0.077 0.00
C -0.984 2.278 0.417 0.00
C -0.860 3.421 1.223 0.00
C -1.960 4.054 1.762 0.00
C -3.257 3.571 1.561 0.00
C -4.448 4.227 2.202 0.00
C -3.397 2.443 0.772 0.00
C -2.288 1.831 0.194 0.00
N -2.505 0.743 -0.703 0.00
C -3.530 0.576 -1.559 0.00
C -3.383 -0.655 -2.156 0.00
C -2.218 -1.181 -1.597 0.00
N -1.691 -0.331 -0.718 0.00
C 2.503 1.921 -0.372 0.00
C 3.577 2.584 -0.958 0.00
N 2.785 0.827 0.506 0.00
C 3.860 0.698 1.298 0.00
C 3.853 -0.577 1.822 0.00
C 2.714 -1.167 1.284 0.00
N 2.067 -0.320 0.477 0.00
H 4.347 5.484 -2.479 0.00
H 4.709 4.029 -3.397 0.00
H 5.456 4.282 -1.822 0.00
H 1.870 5.022 -2.517 0.00
H -0.013 3.797 -1.555 0.00
H 0.134 3.810 1.410 0.00
H -1.812 4.938 2.372 0.00
H -4.297 5.301 2.304 0.00
H -4.630 3.825 3.201 0.00
H -5.352 4.069 1.614 0.00
H -4.383 2.029 0.593 0.00
H -4.268 1.347 -1.691 0.00
H -4.019 -1.101 -2.899 0.00
H -1.741 -2.124 -1.796 0.00
H 4.580 2.204 -0.804 0.00
H 4.544 1.517 1.432 0.00
H 4.567 -1.011 2.497 0.00
H 2.338 -2.163 1.444 0.00
N -0.614 -0.408 2.161 0.04
C -0.597 -1.793 2.556 0.00
C -0.854 -2.231 3.822 0.00
C -0.812 -3.608 4.137 0.00
C -0.506 -4.527 3.177 0.00
C -0.209 -4.105 1.859 0.00
C 0.177 -4.999 0.833 0.00
C 0.502 -4.517 -0.400 0.00
C 0.443 -3.128 -0.619 0.00
N 0.071 -2.269 0.302 0.00
C -0.258 -2.733 1.549 0.00
H -0.134 0.181 2.833 0.00
H -1.569 -0.062 2.097 0.00
H -1.102 -1.512 4.594 0.00
H -1.028 -3.928 5.147 0.00
H -0.474 -5.584 3.409 0.00
H 0.222 -6.060 1.044 0.00
H 0.813 -5.169 -1.203 0.00
H 0.718 -2.712 -1.582 0.00

---

Record 8
48
Properties=species:S:1:pos:R:3:lowdin_charge:R:1 method="wB97M-V/def2-TZVPD" charge=+1 gap_ev=6.0 lumo_energy_ev=-5.96 homo_ev=-11.966
C -3.227 0.144 -4.488 -0.12
C -2.503 0.613 -3.108 -0.25
C -1.717 -0.705 -2.564 -0.68
I -3.048 -2.158 -1.563 0.91
C -0.381 -0.324 -1.712 -0.37
C 1.149 -0.444 -2.330 -0.55
P 1.515 -1.004 -4.115 0.74
N 1.661 -2.617 -4.122 -0.30
C 2.433 -0.047 -1.365 -0.28
N 3.801 -0.144 -1.996 0.08
C 2.261 0.449 0.185 -0.13
N 3.443 0.812 0.992 0.08
C 3.664 -0.103 2.125 -0.30
O 3.916 -1.305 1.843 0.12
F 3.665 0.261 3.488 0.11
C 3.460 2.233 1.378 -0.32
O 2.653 3.088 0.958 0.14
F 4.483 2.680 2.249 0.10
C 0.760 0.571 0.776 0.03
C -0.491 0.203 -0.179 -0.11
C -1.732 0.504 0.774 -0.27
O -2.893 0.731 0.376 0.08
N -1.178 0.507 2.179 -0.02
N -1.421 -0.663 2.912 -0.10
C -2.918 -0.897 3.090 -0.02
C -0.899 -0.590 4.303 -0.38
C -1.246 0.694 5.237 -0.01
O -0.203 -1.489 4.831 0.08
C 0.207 1.052 2.191 -0.23
O 0.805 1.750 3.042 0.14
H -2.424 -0.201 -5.252 0.08
H -3.845 -0.791 -4.249 0.06
H -3.809 0.980 -5.001 0.09
H -1.668 1.346 -3.433 0.12
H -3.223 1.061 -2.346 0.11
H -1.346 -1.250 -3.518 0.07
H 2.799 -0.484 -4.546 0.02
H 0.491 -0.562 -5.035 0.02
H 1.494 -2.958 -3.157 -0.10
H 4.476 0.333 -1.372 0.10
H 3.728 0.482 -2.826 0.09
H -3.365 -1.508 2.237 0.10
H -3.417 0.147 3.182 0.12
H -3.069 -1.384 4.129 0.12
H -1.730 0.390 6.230 0.10
H -0.233 1.179 5.516 0.10
H -1.845 1.489 4.677 0.08
Cs 0.966 -2.071 -0.625 1.55

---

Number 1: energy -399.89240 hartree. Number 2: energy -1470.93780 hartree. Number 3: energy -9286.60304 hartree. Number 4: energy -4415.94417 hartree. Number 5: energy -287.68903 hartree. Number 6: energy -191.66708 hartree. Number 7: energy -2886.63797 hartree. Number 8: energy -2128.01301 hartree.